# 1
A gas-phase ion, C4H8INO4P (charge -1) at a distorted geometry. Source: the OMol25 dataset; level of theory: ωB97M-V/def2-TZVPD.

Output
Total charge: -1
Kohn-Sham gap in Ha: 0.3166
Relative energy (zero: lowest compared OMol25 entry of this formula, charge and spin) in eV: 0.000
Structure (SMILES): N[C@H](CC[P@](=O)([O-])I)C(=O)O
DFT total energy in hartree: -1152.16665
LUMO in eV: 2.90
2S+1: 1

Last column: Mulliken charge in e.
Cartesian coordinates (Å):
N  -1.397  -0.824  -0.415  -0.71
C  -0.086  -0.939  0.190  0.00
C  1.047  -0.027  -0.498  -0.80
C  0.668  1.412  -0.685  -0.98
P  -0.120  2.019  0.896  0.85
O  0.685  1.683  2.092  -0.66
O  -1.512  1.583  0.934  -0.74
I  0.007  4.460  0.131  -0.39
C  0.216  -2.468  0.292  0.32
O  1.306  -2.900  0.205  -0.57
O  -0.861  -3.146  0.572  -0.52
H  -1.619  0.140  -0.252  0.36
H  -1.204  -1.034  -1.329  0.18
H  -0.285  -0.611  1.162  0.48
H  1.831  -0.027  0.189  0.38
H  1.303  -0.350  -1.498  0.36
H  1.607  2.004  -0.908  0.45
H  0.061  1.507  -1.510  0.51
H  -1.647  -2.481  0.431  0.48

# 2
A molecular structure, C5H7NO2 at a distorted geometry. Source: the OMol25 dataset; level of theory: ωB97M-V/def2-TZVPD.

Output
Kohn-Sham gap in Ha: 0.3181
Relative energy (zero: lowest compared OMol25 entry of this formula, charge and spin) in eV: 13.152
DFT total energy in hartree: -399.48224
LUMO in eV: -0.19
2S+1: 1

Last column: Mulliken charge in e.
Cartesian coordinates (Å):
C  1.693  0.845  -0.402  -0.55
C  1.765  -0.746  -0.045  -0.43
C  0.213  -1.277  0.178  -0.38
C  0.146  0.833  -0.147  -0.20
C  -1.377  -1.108  -0.265  0.08
H  2.032  1.335  0.484  0.34
H  1.985  1.045  -1.472  0.31
H  2.336  -0.813  0.851  0.30
H  2.281  -1.353  -0.812  0.40
H  0.088  -0.914  -0.842  0.16
H  -0.169  0.479  -1.105  0.62
H  -2.277  -1.837  -0.701  0.34
N  -1.956  0.073  -0.237  -0.28
O  0.108  -0.153  0.956  -0.31
O  -1.012  1.436  0.211  -0.42

# 3
A molecular structure, C35H32BrCl2F6N2O7P3Sr at a distorted geometry. Source: the OMol25 dataset; level of theory: ωB97M-V/def2-TZVPD.

Output
Total charge: -2
Kohn-Sham gap in Ha: 0.2423
Relative energy (zero: lowest compared OMol25 entry of this formula, charge and spin) in eV: 0.000
DFT total energy in hartree: -7137.98436
LUMO in eV: 4.10
2S+1: 1

Last column: Mulliken charge in e.
Cartesian coordinates (Å):
Sr  1.980  -1.032  0.567  1.60
F  3.326  3.916  -5.655  -0.33
C  2.618  3.406  -4.639  0.51
C  2.035  4.243  -3.714  0.31
F  2.175  5.571  -3.839  -0.34
C  1.295  3.712  -2.671  0.19
F  0.737  4.608  -1.843  -0.37
C  1.122  2.347  -2.504  -0.50
P  0.291  1.523  -1.067  1.88
C  -1.260  0.987  -1.889  0.72
C  -1.936  1.730  -2.858  -0.54
C  -3.079  1.225  -3.457  -0.71
C  -3.555  -0.034  -3.099  -0.82
C  -2.888  -0.781  -2.142  -0.74
C  -1.742  -0.273  -1.541  -0.49
C  -0.251  2.907  0.000  0.83
C  -1.547  3.411  0.028  -0.46
C  -1.901  4.384  0.953  -0.78
C  -0.961  4.860  1.856  -0.76
C  0.335  4.363  1.830  -0.62
C  0.689  3.390  0.908  -0.56
C  1.716  1.517  -3.466  0.06
Br  1.537  -0.349  -3.386  -0.12
C  2.449  2.040  -4.513  0.34
F  3.011  1.255  -5.437  -0.37
H  -1.561  2.706  -3.148  0.35
H  -3.597  1.808  -4.209  0.39
H  -4.446  -0.428  -3.572  0.36
H  -3.244  -1.763  -1.856  0.47
H  -1.194  -0.879  -0.825  0.24
H  -2.292  3.038  -0.663  0.47
H  -2.918  4.760  0.973  0.37
H  -1.242  5.606  2.590  0.32
H  1.067  4.703  2.550  0.37
H  1.692  2.985  0.902  0.33
C  -0.506  -3.721  3.248  -1.22
C  -0.814  -3.574  1.758  0.39
C  -2.092  -2.827  1.502  0.50
C  -3.273  -3.518  1.273  -0.62
C  -4.484  -2.853  1.146  -1.19
C  -4.510  -1.473  1.236  -0.64
C  -3.343  -0.733  1.432  0.69
C  -3.432  0.783  1.497  0.13
C  -4.311  1.415  0.415  -1.35
C  -2.123  -1.426  1.576  -0.55
N  -0.896  -0.756  1.780  1.18
C  -0.792  -0.041  2.844  -0.45
C  0.363  0.723  3.195  -0.30
C  0.573  1.486  4.349  -0.91
C  1.870  1.996  4.237  -1.17
C  2.371  1.499  3.027  -0.83
N  1.466  0.737  2.391  0.89
H  0.408  -4.302  3.364  0.34
H  -1.327  -4.226  3.766  0.35
H  -0.359  -2.745  3.714  0.23
H  -0.858  -4.558  1.288  0.74
H  0.009  -3.045  1.269  -0.62
H  -3.235  -4.600  1.212  0.47
H  -5.401  -3.408  0.984  0.34
H  -5.456  -0.954  1.142  0.28
H  -2.435  1.211  1.433  -0.30
H  -3.822  1.079  2.477  0.41
H  -3.914  1.208  -0.578  0.27
H  -4.349  2.497  0.551  0.33
H  -5.336  1.044  0.445  0.45
H  -1.626  -0.005  3.560  0.15
H  -0.137  1.645  5.150  0.48
H  2.389  2.635  4.938  0.42
H  3.340  1.687  2.583  0.50
O  1.955  -3.265  -2.794  -0.40
P  1.184  -3.555  -1.382  0.38
O  0.411  -4.802  -1.514  -0.81
O  0.578  -2.249  -0.956  -0.31
O  2.503  -3.707  -0.430  0.32
P  2.722  -4.176  1.125  0.47
O  4.281  -4.637  1.010  -0.57
O  1.902  -5.347  1.487  -0.75
O  2.689  -2.890  1.897  -0.85
H  1.826  -4.045  -3.342  0.23
H  4.276  -5.599  1.043  0.27
F  3.406  2.114  -0.241  -0.28
C  3.895  0.758  -0.386  -0.45
F  4.212  0.718  -1.788  -0.33
H  4.905  0.839  0.055  0.11
Cl  6.338  -1.854  -0.929  -0.19
C  5.217  -2.910  -1.792  0.76
Cl  6.024  -3.802  -3.110  -0.25
H  4.438  -2.300  -2.234  -0.16
H  4.820  -3.630  -1.092  -0.15